# 1
ORCA calculation (wB97M-V/def2-TZVPD) on 9 unconnected molecules or ions with the total composition C36H45N9 in a non-equilibrium geometry.

Properties
- gap between HOMO and LUMO (eV) = 8.50
- SMILES = c1cc[nH]c1.c1cc[nH]c1.c1cc[nH]c1.c1cc[nH]c1.c1cc[nH]c1.c1cc[nH]c1.c1cc[nH]c1.c1cc[nH]c1.c1cc[nH]c1
- max |F| (Eh/bohr) = 0.3196
- E_tot (eV) = -51458.953
- multiplicity = 1
- energy above the lowest of the compared OMol25 structures with the same formula, charge and spin (eV) = 12.380
- charge = 0
- E_HOMO (eV) = -7.88

Cartesian coordinates (Å):
C 4.120 1.352 1.442
C 5.676 1.327 1.673
C 6.022 2.645 1.323
N 4.883 3.363 0.882
C 3.750 2.581 0.911
H 3.690 0.427 1.520
H 6.491 0.499 1.688
H 7.066 3.031 1.355
H 4.961 4.205 0.454
H 2.975 2.831 0.609
C -0.615 0.652 -0.744
C -0.625 1.129 0.708
C 0.313 0.311 1.353
N 0.930 -0.382 0.316
C 0.380 -0.279 -0.889
H -1.301 0.912 -1.445
H -1.321 1.907 1.267
H 0.440 0.166 2.518
H 1.450 -1.080 0.597
H 0.795 -0.751 -1.708
C 2.992 -2.333 3.215
C 4.171 -2.143 2.255
C 3.641 -2.527 1.000
N 2.325 -2.924 1.176
C 1.934 -2.770 2.558
H 2.924 -2.331 4.304
H 5.152 -2.048 2.581
H 3.966 -2.637 0.087
H 1.539 -3.506 0.572
H 0.918 -3.189 2.750
C 1.008 -2.003 -4.506
C -0.480 -1.856 -4.072
C -0.742 -0.483 -4.109
N 0.395 0.153 -4.429
C 1.488 -0.714 -4.664
H 1.400 -2.908 -4.715
H -1.118 -2.599 -4.161
H -1.814 -0.105 -3.925
H 0.395 1.282 -4.593
H 2.344 -0.479 -5.111
C 0.630 -3.800 -1.463
C 2.100 -4.151 -1.519
C 2.267 -5.388 -1.041
N 0.967 -5.803 -0.582
C 0.047 -4.781 -0.799
H 0.106 -2.885 -1.795
H 2.891 -3.565 -1.828
H 3.215 -5.866 -0.810
H 0.661 -6.786 -0.475
H -0.880 -4.997 -0.792
C -4.201 -2.567 1.665
C -3.945 -3.286 0.328
C -2.921 -2.642 -0.335
N -2.544 -1.576 0.454
C -3.413 -1.536 1.621
H -4.759 -2.904 2.451
H -4.457 -4.137 0.095
H -2.431 -2.944 -1.221
H -1.681 -1.031 0.420
H -3.372 -0.587 2.289
C -4.024 1.189 -2.111
C -3.671 2.519 -2.649
C -3.966 2.510 -4.002
N -4.518 1.278 -4.360
C -4.579 0.467 -3.181
H -3.706 0.600 -1.222
H -3.377 3.427 -2.260
H -3.732 3.199 -4.690
H -4.944 1.050 -5.286
H -4.988 -0.464 -3.293
C -1.191 0.147 4.664
C 0.153 0.018 5.137
C 0.740 1.254 5.532
N -0.137 2.142 5.009
C -1.323 1.609 4.436
H -1.962 -0.418 4.307
H 0.644 -0.981 5.194
H 1.575 1.482 6.006
H 0.043 3.231 5.052
H -2.126 2.220 4.013
C -0.957 4.606 -0.530
C -2.319 4.844 0.187
C -2.615 6.168 0.179
N -1.436 6.776 -0.398
C -0.452 5.778 -0.751
H -0.671 3.585 -0.860
H -2.919 4.062 0.644
H -3.550 6.632 0.407
H -1.148 7.650 -0.684
H 0.370 5.955 -1.216

---

# 2
ORCA calculation (wB97M-V/def2-TZVPD) on a molecular structure, C17H40Cl4O2S2 in a non-equilibrium geometry.

Properties
- gap between HOMO and LUMO (spin up / spin down) (eV) = 7.64 / 2.79
- max |F| (Eh/bohr) = 0.0521
- E_tot (eV) = -94120.610
- multiplicity = 2
- energy above the lowest of the compared OMol25 structures with the same formula, charge and spin (eV) = 0.550
- charge = +1
- E_HOMO (spin up / spin down) (eV) = -11.01 / -11.01

Cartesian coordinates (Å):
C 0.915 2.330 -0.485
S 1.826 3.939 -0.319
O 1.512 4.900 -1.474
C 0.871 4.520 1.192
H 1.260 1.579 0.226
H 1.083 1.925 -1.482
H -0.165 2.469 -0.434
H 1.208 5.537 1.393
H 0.858 3.819 2.027
H -0.168 4.445 0.873
C 5.804 -5.630 -1.466
S 4.079 -5.415 -2.024
O 3.379 -4.528 -1.009
C 4.657 -4.206 -3.321
H 5.842 -6.294 -0.602
H 6.223 -4.671 -1.162
H 6.404 -6.042 -2.277
H 5.149 -4.625 -4.199
H 5.287 -3.391 -2.963
H 3.897 -3.509 -3.676
C 1.071 -1.312 -3.464
Cl 0.811 -3.050 -3.356
Cl -0.263 -0.319 -2.759
Cl 2.574 -1.176 -2.420
Cl 1.338 -0.870 -5.159
C 0.531 2.603 4.816
C -0.429 1.350 4.621
C 0.327 0.093 4.266
C 0.700 0.063 2.760
C 1.380 -1.171 2.242
C 1.982 -1.087 0.863
H 1.161 2.423 5.686
H 0.006 3.551 4.936
H 1.295 2.662 4.040
H -0.841 1.169 5.614
H -1.162 1.429 3.819
H -0.045 -0.893 4.546
H 1.235 0.119 4.870
H -0.194 0.120 2.138
H 1.279 0.936 2.458
H 2.223 -1.412 2.890
H 0.873 -2.124 2.392
H 2.868 -0.453 0.833
H 2.325 -2.094 0.626
H 1.322 -0.944 0.007
C -3.786 -1.637 -1.622
C -4.749 -0.590 -2.105
C -5.295 0.292 -0.992
C -4.382 1.174 -0.047
C -3.858 2.541 -0.740
C -2.914 2.329 -1.934
H -4.308 -2.484 -1.177
H -3.058 -1.323 -0.873
H -3.273 -1.952 -2.531
H -4.362 0.044 -2.902
H -5.527 -1.086 -2.684
H -5.918 -0.325 -0.344
H -6.033 0.940 -1.466
H -4.896 1.438 0.878
H -3.554 0.578 0.338
H -4.763 3.071 -1.035
H -3.443 3.230 -0.005
H -3.507 2.301 -2.848
H -2.371 3.260 -2.099
H -2.292 1.435 -1.897

---

# 3
ORCA calculation (wB97M-V/def2-TZVPD) on a molecular structure, C49H38AsNO2PPtS in a non-equilibrium geometry.

Properties
- gap between HOMO and LUMO (eV) = 6.08
- max |F| (Eh/bohr) = 0.0198
- E_tot (eV) = -141228.900
- multiplicity = 1
- energy above the lowest of the compared OMol25 structures with the same formula, charge and spin (eV) = 0.000
- charge = -1
- E_HOMO (eV) = -3.67

Cartesian coordinates (Å):
Pt 0.065 0.077 -0.136
O -1.108 0.248 -3.834
C -1.274 -0.393 -2.809
O -0.363 -0.856 -2.025
C -2.702 -0.778 -2.434
C -3.613 -0.971 -3.470
C -4.905 -1.388 -3.211
C -5.314 -1.598 -1.899
C -4.426 -1.375 -0.863
C -3.116 -0.964 -1.117
P -2.031 -0.645 0.322
C -3.109 0.394 1.346
C -3.130 0.334 2.734
C -3.866 1.256 3.464
C -4.569 2.261 2.817
C -4.541 2.339 1.431
C -3.822 1.408 0.702
C -1.985 -2.300 1.078
C -2.887 -2.759 2.029
C -2.791 -4.058 2.513
C -1.803 -4.906 2.038
C -0.910 -4.456 1.074
C -0.994 -3.158 0.599
H -3.270 -0.787 -4.479
H -5.598 -1.550 -4.028
H -6.325 -1.922 -1.685
H -4.757 -1.511 0.161
H -2.537 -0.410 3.253
H -3.858 1.206 4.545
H -5.120 2.994 3.393
H -5.068 3.132 0.916
H -3.805 1.478 -0.380
H -3.671 -2.109 2.401
H -3.492 -4.403 3.263
H -1.727 -5.917 2.419
H -0.138 -5.114 0.696
H -0.299 -2.797 -0.152
S 0.404 0.417 2.116
C -0.393 1.868 2.705
C -0.489 1.963 4.102
C -1.070 3.057 4.710
C -1.596 4.085 3.937
C -1.489 4.011 2.557
C -0.876 2.930 1.927
As -0.536 2.906 0.000
C -1.454 4.574 -0.534
C -1.000 5.858 -0.240
C -1.699 6.973 -0.679
C -2.864 6.819 -1.421
C -3.322 5.546 -1.726
C -2.615 4.433 -1.287
C 1.269 3.687 0.084
C 1.822 4.179 -1.096
C 3.099 4.718 -1.110
C 3.841 4.777 0.062
C 3.298 4.289 1.241
C 2.022 3.741 1.252
H -0.094 1.151 4.701
H -1.126 3.103 5.792
H -2.074 4.938 4.401
H -1.880 4.820 1.955
H -0.087 5.986 0.330
H -1.333 7.965 -0.446
H -3.407 7.690 -1.768
H -4.221 5.416 -2.316
H -2.962 3.438 -1.549
H 1.256 4.133 -2.018
H 3.518 5.076 -2.042
H 4.842 5.192 0.052
H 3.875 4.315 2.158
H 1.626 3.347 2.178
C 4.847 -0.641 2.425
C 3.885 -1.549 2.008
C 2.992 -1.217 1.002
C 3.024 0.040 0.389
C 3.999 0.948 0.820
C 4.895 0.610 1.820
N 2.074 0.378 -0.581
C 2.501 0.857 -1.802
C 1.588 1.415 -2.714
C 1.986 1.866 -3.958
C 3.315 1.803 -4.356
C 4.231 1.237 -3.478
C 3.840 0.760 -2.239
H 5.546 -0.899 3.211
H 3.826 -2.528 2.469
H 2.232 -1.922 0.684
H 4.033 1.930 0.367
H 5.631 1.339 2.140
H 0.539 1.462 -2.456
H 1.230 2.260 -4.628
H 3.625 2.161 -5.330
H 5.272 1.143 -3.768
H 4.580 0.300 -1.599

---

# 4
ORCA calculation (wB97M-V/def2-TZVPD) on a gas-phase ion, C6H9O2 (charge -1) in a non-equilibrium geometry.

Properties
- gap between HOMO and LUMO (eV) = 7.56
- SMILES = C/C=C/CCC(=O)[O-]
- max |F| (Eh/bohr) = 0.0379
- E_tot (eV) = -10463.720
- multiplicity = 1
- energy above the lowest of the compared OMol25 structures with the same formula, charge and spin (eV) = 0.298
- charge = -1
- E_HOMO (eV) = -3.85

Cartesian coordinates (Å):
C 0.534 -0.513 2.749
C 0.834 -0.631 1.275
C 0.571 0.323 0.389
C 0.633 -0.046 -1.105
C -0.826 -0.217 -1.596
C -1.384 1.222 -2.015
O -1.498 2.040 -1.079
O -1.554 1.355 -3.238
H 0.354 -1.478 3.220
H -0.404 0.039 2.875
H 1.279 0.078 3.287
H 1.167 -1.599 0.919
H 0.188 1.306 0.619
H 1.135 -1.000 -1.255
H 1.157 0.734 -1.660
H -0.767 -0.827 -2.507
H -1.418 -0.785 -0.878

---

# 5
ORCA calculation (wB97M-V/def2-TZVPD) on C4H7NO2 in the gas phase in a non-equilibrium geometry.

Properties
- gap between HOMO and LUMO (eV) = 10.47
- SMILES = NC(=O)[C@H]1C[C@H]1O
- max |F| (Eh/bohr) = 0.0211
- E_tot (eV) = -9845.493
- multiplicity = 1
- energy above the lowest of the compared OMol25 structures with the same formula, charge and spin (eV) = 1.787
- charge = 0
- E_HOMO (eV) = -9.69

Cartesian coordinates (Å):
N 2.036 -0.569 -0.511
C 1.270 0.514 -0.208
O 1.701 1.559 0.236
C -0.168 0.332 -0.577
C -1.059 -0.779 -0.102
C -1.303 0.692 0.311
O -1.204 0.908 1.682
H 1.590 -1.436 -0.762
H 3.024 -0.547 -0.311
H -0.377 0.621 -1.603
H -1.678 -1.379 -0.765
H -0.607 -1.399 0.689
H -1.948 1.458 -0.134
H -1.278 0.025 2.055

---

# 6
ORCA calculation (wB97M-V/def2-TZVPD) on 2 unconnected molecules or ions with the total composition C28H47OSi4 in a non-equilibrium geometry.

Properties
- gap between HOMO and LUMO (eV) = 5.15
- max |F| (Eh/bohr) = 0.0373
- E_tot (eV) = -63351.547
- multiplicity = 1
- energy above the lowest of the compared OMol25 structures with the same formula, charge and spin (eV) = 0.000
- charge = +1
- E_HOMO (eV) = -10.41

Cartesian coordinates (Å):
C 4.781 2.213 0.106
Si 3.398 2.115 1.382
C 4.165 2.087 3.108
C 2.293 3.634 1.271
Si 2.046 0.247 0.955
Si 1.579 0.193 -1.308
C 3.078 -0.096 -2.398
C 0.286 -1.150 -1.538
C 0.821 1.864 -1.720
Si 3.482 -1.536 1.455
C 4.921 -1.691 0.249
C 4.201 -1.405 3.196
C 2.380 -3.056 1.364
O 0.494 0.208 1.757
C -0.802 -0.139 1.606
C -1.743 0.698 1.002
C -2.901 1.030 1.889
C -3.432 -0.170 2.703
C -2.712 -1.466 2.350
C -1.211 -1.287 2.492
H 5.357 3.121 0.339
H 5.464 1.357 0.153
H 4.401 2.303 -0.918
H 4.437 3.120 3.371
H 3.456 1.720 3.861
H 5.070 1.469 3.154
H 2.873 4.499 1.625
H 1.946 3.843 0.253
H 1.412 3.530 1.920
H 2.716 0.002 -3.433
H 3.869 0.645 -2.234
H 3.496 -1.101 -2.269
H -0.272 -0.946 -2.463
H 0.750 -2.141 -1.620
H -0.444 -1.184 -0.715
H 0.578 1.863 -2.791
H -0.105 2.047 -1.165
H 1.506 2.697 -1.526
H 5.598 -2.453 0.664
H 4.596 -2.028 -0.741
H 5.489 -0.761 0.132
H 4.477 -2.419 3.523
H 5.100 -0.777 3.225
H 3.473 -1.001 3.911
H 2.989 -3.926 1.653
H 1.531 -2.992 2.059
H 1.988 -3.232 0.354
H -1.348 1.493 0.367
H -2.577 1.791 2.624
H -3.726 1.496 1.343
H -3.289 0.042 3.772
H -4.511 -0.285 2.547
H -3.086 -2.296 2.960
H -2.945 -1.707 1.306
H -0.666 -2.204 2.208
H -0.941 -1.052 3.539
C -3.088 0.559 -1.142
C -2.754 0.799 -2.526
C -2.291 2.095 -2.894
C -1.956 2.405 -4.204
C -2.077 1.441 -5.215
C -2.569 0.169 -4.893
C -2.928 -0.144 -3.586
C -3.814 -0.635 -0.771
C -5.030 -0.548 -0.045
C -5.729 -1.694 0.302
C -5.240 -2.957 -0.053
C -4.045 -3.066 -0.768
C -3.329 -1.921 -1.125
H -3.284 1.482 -0.591
H -2.212 2.858 -2.113
H -1.589 3.402 -4.442
H -1.801 1.681 -6.242
H -2.679 -0.584 -5.673
H -3.385 -1.117 -3.382
H -5.437 0.448 0.181
H -6.670 -1.600 0.848
H -5.802 -3.852 0.217
H -3.667 -4.041 -1.079
H -2.409 -2.003 -1.708